No. 1
Below is one molecule with the formula C3H6 in a non-equilibrium geometry, with properties calculated with ωB97M-V/def2-TZVPD.

As for the orbital gap: 10.828 eV. Its SMILES is C=CC. The calculation puts the electronic energy at -117.85575 Ha. The energy relative to the best compared isomer or geometry (same formula, charge and spin) comes out at 10.2 kcal/mol.

ORCA input file:
```
! wB97M-V def2-TZVPD RIJCOSX def2/J DEFGRID3
* xyz 0 1
C 0.70939 0.64061 -0.78353
C 0.27351 -0.34816 0.28715
C -1.01179 -0.46550 0.59349
H 0.04895 0.71319 -1.73752
H 0.52659 1.58045 -0.19027
H 1.76609 0.50189 -1.11300
H 1.07403 -0.86134 0.89944
H -1.75448 0.07576 0.07632
H -1.48784 -0.97169 1.48235
*
```



No. 2
Below is C35H31Br6KO3P as an isolated structure in a non-equilibrium geometry, with properties calculated with ωB97M-V/def2-TZVPD.

As for the orbital gap: 5.251 eV. The calculation puts the electronic energy at -17963.55664 Ha. The energy relative to the best compared isomer or geometry (same formula, charge and spin) comes out at 45.6 kcal/mol.

ORCA input file:
```
! wB97M-V def2-TZVPD RIJCOSX def2/J DEFGRID3
* xyz -1 1
K -0.51168 -0.60071 -0.21826
C -4.63848 2.92806 1.72540
C -3.15890 2.53390 1.81558
C -2.38498 3.59904 2.58794
C -2.59643 2.24187 0.43738
C -1.59096 2.99372 -0.15812
C -1.08911 2.65218 -1.40808
C -1.56443 1.54668 -2.10130
C -0.97819 1.14554 -3.42404
C -2.57834 0.79783 -1.50779
C -3.08383 1.14366 -0.26684
H -5.05721 3.08284 2.72371
H -5.22628 2.15546 1.22896
H -4.74346 3.85751 1.16038
H -3.09381 1.59699 2.38080
H -2.47239 4.57329 2.10170
H -1.32825 3.33851 2.66507
H -2.78808 3.69152 3.59825
H -1.17293 3.85090 0.35416
H -0.29314 3.24679 -1.84168
H -1.70709 0.61638 -4.03806
H -0.13477 0.47372 -3.25274
H -0.60601 2.01112 -3.97278
H -2.96329 -0.07558 -2.02462
H -3.86912 0.54446 0.17643
Br 4.88389 -2.14147 -4.45795
C 3.18695 -2.15847 -3.60063
C 2.28178 -3.17261 -3.83993
Br 2.73907 -4.61541 -4.99226
C 1.02864 -3.13358 -3.21408
Br -0.25771 -4.50642 -3.50856
C 0.61927 -2.11388 -2.33786
O -0.52605 -2.09918 -1.75940
C 1.58100 -1.04208 -2.09059
O 1.26065 -0.06674 -1.30134
C 2.82034 -1.11927 -2.73092
Br 4.03898 0.28906 -2.31825
Br 0.99372 1.54569 2.01619
C 2.30562 0.33676 1.31138
Br 2.03243 -1.45218 1.96278
H 3.28660 0.66902 1.62526
H 2.18161 0.31551 0.22027
O -1.53623 -0.79370 1.70341
P -2.33394 -1.84686 2.38024
C -2.24820 -3.48583 1.61996
C -3.23288 -4.43766 1.89349
C -3.14740 -5.70209 1.33825
C -2.08768 -6.01795 0.49617
C -1.11507 -5.07318 0.21044
C -1.18834 -3.81012 0.77660
C -1.81263 -2.06039 4.10302
C -0.73654 -1.29556 4.53922
C -0.23632 -1.46905 5.82179
C -0.81710 -2.39879 6.67113
C -1.90538 -3.15063 6.24511
C -2.40086 -2.98663 4.96225
C -4.10131 -1.43352 2.39822
C -4.84651 -1.68609 1.24763
C -6.15817 -1.24776 1.16035
C -6.72986 -0.55564 2.22033
C -5.99065 -0.30438 3.36733
C -4.67748 -0.74230 3.45824
H -4.07798 -4.17877 2.52105
H -3.91485 -6.43768 1.54548
H -2.02993 -7.00029 0.04440
H -0.31393 -5.30892 -0.47719
H -0.44068 -3.06830 0.53914
H -0.29790 -0.57196 3.86247
H 0.61162 -0.88370 6.15350
H -0.41939 -2.54566 7.66770
H -2.36211 -3.86950 6.91380
H -3.24595 -3.57788 4.63109
H -4.38716 -2.22164 0.42403
H -6.73292 -1.43918 0.26304
H -7.75188 -0.20586 2.14782
H -6.43985 0.23804 4.18997
H -4.09376 -0.54704 4.35069
*
```



No. 3
Below is C9H27LiNO5 as an isolated structure in a non-equilibrium geometry, with properties calculated with ωB97M-V/def2-TZVPD.

As for the orbital gap: 9.643 eV. The calculation puts the electronic energy at -797.17352 Ha. The energy relative to the best compared isomer or geometry (same formula, charge and spin) comes out at 33.8 kcal/mol.

ORCA input file:
```
! wB97M-V def2-TZVPD RIJCOSX def2/J DEFGRID3
* xyz 1 1
Li -0.32028 0.61005 0.31881
C 2.06772 0.71305 2.52481
O 0.92872 -0.06795 1.97681
H 1.66472 0.84105 3.49481
H 2.17472 1.62605 2.00581
H 2.84672 0.05505 2.64981
H 1.01672 -0.83295 2.50681
C -0.26828 1.70605 -2.34319
O 0.58472 1.49705 -1.27419
H 0.19972 1.71005 -3.11419
H -0.86428 2.46305 -2.25619
H -0.83328 0.77705 -2.37219
H 1.28072 1.49305 -2.01619
C -0.21528 3.86205 1.07781
O -0.64428 2.62005 1.48281
H 0.50172 3.57705 0.29981
H 0.22172 4.50905 1.70481
H -1.12828 4.37705 0.69181
H -0.81028 2.61905 2.46381
C 3.78772 -3.09995 -1.05619
O 2.51772 -3.35595 -0.75019
C 1.60072 -2.21795 -0.70619
C 0.28872 -2.57395 -0.01319
N -0.63428 -1.45995 -0.25519
C -1.93428 -1.88195 0.31681
C -2.88928 -0.71295 -0.00119
O -2.23528 0.52605 0.06881
C -3.25928 1.57205 -0.29719
H 4.60272 -3.87295 -1.00619
H 4.09572 -2.14795 -0.65319
H 3.75372 -2.80795 -2.17019
H 1.50972 -1.85095 -1.73019
H 2.09272 -1.62195 -0.16419
H 0.41672 -2.55595 1.11281
H 0.08072 -3.63495 -0.50319
H -0.78228 -1.52895 -1.19819
H -1.73028 -2.08995 1.35481
H -2.22228 -2.87195 -0.14419
H -3.65828 -0.79095 0.52981
H -3.19628 -0.89695 -1.03419
H -2.94628 2.64805 -0.14619
H -4.26828 1.48605 -0.03219
H -3.39428 1.58705 -1.34419
*
```



No. 4
Below is one molecule with the formula C2H4ClP in a non-equilibrium geometry, with properties calculated with ωB97M-V/def2-TZVPD.

As for the orbital gap (alpha / beta): 7.163 / 8.576 eV. The expectation value of S² is 2.014. The calculation puts the electronic energy at -879.96344 Ha. The energy relative to the best compared isomer or geometry (same formula, charge and spin) comes out at 56.3 kcal/mol.

ORCA input file:
```
! wB97M-V def2-TZVPD RIJCOSX def2/J DEFGRID3
* xyz 0 3
C -0.53674 0.74341 -1.27052
C 0.42887 -1.09501 0.84355
P -0.05429 0.46697 0.26553
Cl 1.15938 -1.32236 2.33625
H -1.20403 -0.06295 -1.72924
H -0.47366 1.70401 -1.75623
H -0.25313 -1.86777 0.33870
H 0.93361 1.43370 0.97196
*
```